Computed, not measured: a structure of composition C3H5BrSi, with ωB97M-V/def2-TZVPD.

Computed properties:
lowest unoccupied orbital energy (spin up / spin down)	-2.00 / -2.00	eV
HOMO level (spin up / spin down)	-9.757 / -9.756	eV

Each line ends with the natural charge from an NBO analysis.
Atoms and positions in Å:
C1 -1.939 -0.403 1.585  -0.091
C2 -0.955 -0.021 0.980  -0.113
C3 0.151 0.411 0.310  -0.442
Si1 1.114 -0.427 -1.068  0.868
Br1 -0.636 2.606 -0.775  -0.294
H1 -2.841 -0.720 2.053  0.246
H2 0.884 0.891 0.861  0.241
H3 2.460 -0.300 -0.719  -0.153
H4 0.504 -0.245 -2.513  -0.091
H5 1.257 -1.792 -0.715  -0.170

***

Computed, not measured: a cluster of 2 separate species, C3H12NO in total, with ωB97M-V/def2-TZVPD.

Computed properties:
lowest unoccupied orbital energy	-3.31	eV
net charge	+1
HOMO level	-15.008	eV

Each line ends with the natural charge from an NBO analysis.
Atoms and positions in Å:
C1 2.471 -0.072 -2.134  -0.260
O1 1.737 -0.292 -0.822  -0.798
H1 2.557 -1.058 -2.740  0.215
H2 1.938 0.785 -2.644  0.197
H3 3.398 0.309 -1.745  0.205
H4 1.763 -1.252 -0.724  0.491
C2 -1.921 -0.427 2.037  -0.623
C3 -1.577 -0.110 0.529  -0.214
N1 -0.407 0.890 0.372  -0.719
H5 -2.094 0.509 2.617  0.229
H6 -2.863 -0.981 1.998  0.254
H7 -1.140 -0.975 2.504  0.229
H8 -1.348 -0.961 -0.062  0.220
H9 -2.325 0.281 -0.140  0.223
H10 -0.636 1.532 -0.329  0.424
H11 0.426 0.354 0.032  0.475
H12 0.019 1.467 1.250  0.454

***

Computed, not measured: the molecule C4H7NO2, with ωB97M-V/def2-TZVPD.

Computed properties:
lowest unoccupied orbital energy	0.85	eV
HOMO level	-9.618	eV
SMILES	O/N=C1/CC[C@H]1O

Each line ends with the natural charge from an NBO analysis.
Atoms and positions in Å:
O1 -2.076 -1.306 -0.871  -0.583
N1 -1.848 0.011 -0.482  -0.134
C1 -0.623 0.235 -0.266  0.191
C2 -0.067 1.358 0.549  -0.442
C3 1.351 0.758 0.397  -0.410
C4 0.735 -0.475 -0.311  0.049
O2 0.935 -1.664 0.403  -0.698
H1 -3.034 -1.314 -0.985  0.478
H2 -0.464 1.055 1.517  0.231
H3 -0.260 2.408 0.321  0.227
H4 1.844 0.529 1.345  0.222
H5 2.051 1.308 -0.240  0.211
H6 1.055 -0.558 -1.356  0.177
H7 0.400 -2.346 -0.021  0.480

***

Computed, not measured: a structure of composition C14H28N2O4S5V, with ωB97M-V/def2-TZVPD.

Computed properties:
lowest unoccupied orbital energy (spin up / spin down)	-6.32 / -6.32	eV
net charge	+2
multiplicity	4
HOMO level (spin up / spin down)	-11.359 / -11.373	eV

Each line ends with the Löwdin spin population.
Atoms and positions in Å:
V1 -0.205 0.145 -0.235  2.783
C1 -0.194 -1.686 -2.777  0.002
C2 0.688 -0.469 -3.028  0.007
O1 0.271 0.686 -2.273  0.031
C3 -0.714 1.546 -2.866  0.004
C4 -2.101 1.212 -2.346  0.006
O2 -2.062 0.882 -0.960  0.027
C5 -3.275 0.263 -0.517  0.003
C6 -3.064 -0.313 0.863  0.004
O3 -1.799 -0.979 0.898  0.022
C7 -1.771 -2.378 0.610  0.002
C8 -1.519 -2.641 -0.890  0.003
O4 -0.503 -1.739 -1.367  0.022
H1 0.421 -2.573 -3.040  0.000
H2 -1.076 -1.704 -3.418  0.000
H3 0.698 -0.241 -4.116  0.001
H4 1.712 -0.695 -2.723  0.001
H5 -0.698 1.446 -3.959  0.000
H6 -0.442 2.580 -2.623  0.000
H7 -2.605 0.422 -2.925  0.000
H8 -2.687 2.129 -2.489  0.000
H9 -3.592 -0.482 -1.260  0.000
H10 -4.048 1.028 -0.407  0.000
H11 -3.893 -0.987 1.120  0.000
H12 -3.002 0.511 1.589  0.001
H13 -2.707 -2.863 0.906  0.000
H14 -0.959 -2.779 1.214  0.000
H15 -2.436 -2.592 -1.496  0.000
H16 -1.110 -3.663 -0.928  0.000
C9 1.788 -4.263 1.971  0.000
S1 1.933 -3.620 0.258  0.000
C10 3.068 -2.345 0.543  0.001
C11 2.806 -1.043 1.066  0.015
S2 1.263 -0.533 1.591  0.026
S3 4.203 -0.139 1.533  0.002
C12 5.422 -1.344 1.171  0.001
S4 7.020 -1.105 1.527  0.002
S5 4.730 -2.786 0.479  0.000
H17 1.133 -5.131 1.935  0.000
H18 1.374 -3.489 2.628  0.000
H19 2.776 -4.565 2.363  0.000
N1 0.744 4.898 1.906  0.000
C13 0.594 3.563 2.592  0.002
C14 -0.321 2.715 1.736  0.008
N2 0.313 2.270 0.435  0.017
H20 1.348 5.501 2.470  0.000
H21 -0.165 5.367 1.751  0.000
H22 1.199 4.782 0.983  0.000
H23 0.119 3.737 3.563  0.000
H24 1.608 3.139 2.741  0.000
H25 -1.250 3.276 1.564  0.000
H26 -0.543 1.815 2.305  0.002
H27 1.332 2.223 0.596  0.004
H28 0.178 3.012 -0.263  0.001

***

Computed, not measured: a structure of composition C25H73O12Zr, with ωB97M-V/def2-TZVPD.

Computed properties:
lowest unoccupied orbital energy (spin up / spin down)	-9.12 / -9.22	eV
net charge	+2
multiplicity	2
HOMO level (spin up / spin down)	-13.146 / -13.146	eV

Each line ends with the Löwdin spin population.
Atoms and positions in Å:
Zr1 28.871 13.434 -9.516  0.968
C1 24.396 13.251 -9.982  -0.002
C2 25.455 14.306 -10.280  -0.004
C3 25.034 15.688 -9.702  -0.002
O1 26.736 13.987 -9.821  -0.037
H1 24.617 12.238 -10.319  0.000
H2 23.397 13.513 -10.332  0.000
H3 24.288 13.075 -8.912  0.000
H4 25.516 14.345 -11.368  -0.002
H5 25.183 15.765 -8.625  0.000
H6 23.991 15.923 -9.915  0.000
H7 25.675 16.461 -10.127  0.000
C4 26.378 21.237 -10.885  0.000
C5 26.681 19.913 -10.130  0.000
O2 26.401 20.205 -8.775  0.000
H8 26.597 21.169 -11.951  0.000
H9 26.961 22.045 -10.444  0.000
H10 25.317 21.480 -10.838  0.000
H11 27.725 19.619 -10.236  0.000
H12 26.109 19.157 -10.669  0.000
H13 26.976 20.889 -8.425  0.000
C6 29.683 17.222 -7.944  0.001
C7 28.618 16.546 -8.814  0.009
O3 29.278 15.582 -9.607  0.024
H14 30.171 16.563 -7.226  0.000
H15 29.267 18.049 -7.369  0.000
H16 30.476 17.601 -8.588  0.000
H17 28.058 17.269 -9.407  0.000
H18 27.881 16.004 -8.220  0.005
H19 29.811 16.118 -10.199  0.002
C8 23.869 14.670 -14.046  0.000
C9 24.401 13.242 -13.916  0.000
O4 24.039 12.441 -15.054  0.000
H20 22.784 14.676 -13.943  0.000
H21 24.170 15.050 -15.023  0.000
H22 24.180 15.374 -13.276  0.000
H23 24.102 12.706 -13.015  0.000
H24 25.490 13.267 -13.887  0.000
H25 24.605 12.722 -15.778  0.000
C10 23.937 11.488 -5.617  0.000
C11 22.612 10.819 -5.397  0.000
O5 21.621 11.807 -5.220  0.000
H26 24.641 10.780 -6.054  0.000
H27 24.290 11.889 -4.668  0.000
H28 23.832 12.314 -6.321  0.000
H29 22.596 10.053 -4.621  0.000
H30 22.248 10.275 -6.268  0.000
H31 20.798 11.313 -5.207  0.000
C12 26.667 10.126 -8.885  0.001
C13 27.554 10.617 -10.059  0.006
O6 28.706 11.220 -9.496  0.023
H32 25.676 9.861 -9.255  0.000
H33 26.486 10.934 -8.177  0.001
H34 27.021 9.176 -8.483  0.000
H35 27.110 11.383 -10.695  0.004
H36 27.863 9.832 -10.750  0.000
H37 29.300 10.479 -9.357  0.001
C14 25.576 16.113 -5.781  0.000
C15 24.157 15.495 -5.814  0.000
O7 23.245 16.345 -5.181  0.000
H38 25.554 17.184 -5.986  0.000
H39 26.256 15.673 -6.510  0.000
H40 26.026 15.980 -4.798  0.000
H41 24.119 14.493 -5.387  0.000
H42 23.881 15.352 -6.858  0.000
H43 22.447 15.811 -5.174  0.000
C16 21.427 11.509 -11.817  0.000
C17 20.955 12.552 -12.766  0.000
O8 21.288 12.255 -14.123  0.000
H44 21.097 11.844 -10.834  0.000
H45 22.497 11.382 -11.979  0.000
H46 20.959 10.558 -12.074  0.000
H47 21.298 13.548 -12.486  0.000
H48 19.886 12.721 -12.637  0.000
H49 20.780 12.881 -14.644  0.000
C18 21.781 18.552 -7.840  0.000
C19 23.313 18.754 -7.869  0.000
O9 23.578 19.947 -8.525  0.000
H50 21.408 18.530 -8.864  0.000
H51 21.264 19.343 -7.298  0.000
H52 21.549 17.593 -7.376  0.000
H53 23.778 17.860 -8.286  0.000
H54 23.686 18.763 -6.845  0.000
H55 24.528 20.084 -8.563  0.000
C20 27.769 17.214 -12.570  0.001
C21 26.387 17.509 -13.156  0.000
O10 26.398 18.870 -13.519  0.000
H56 27.788 16.218 -12.129  0.001
H57 28.034 17.937 -11.799  0.000
H58 28.588 17.323 -13.281  0.000
H59 25.583 17.319 -12.444  0.000
H60 26.121 16.918 -14.033  0.000
H61 25.485 19.161 -13.571  0.000
C22 21.108 14.710 -8.370  0.000
C23 19.960 13.717 -8.273  0.000
O11 19.028 13.985 -9.301  0.000
H62 20.842 15.767 -8.390  0.000
H63 21.590 14.524 -9.329  0.000
H64 21.843 14.391 -7.630  0.000
H65 19.445 13.795 -7.315  0.000
H66 20.339 12.695 -8.278  0.000
H67 18.271 13.404 -9.198  0.000
C24 22.166 8.527 -9.294  0.000
C25 23.182 8.895 -10.344  0.000
O12 22.764 8.212 -11.513  0.000
H68 21.124 8.673 -9.578  0.000
H69 22.389 9.026 -8.351  0.000
H70 22.273 7.475 -9.027  0.000
H71 24.206 8.596 -10.121  0.000
H72 23.143 9.982 -10.402  0.000
H73 23.033 8.726 -12.278  0.000

***

Computed, not measured: a cluster of 2 separate species, C6H12 in total, with ωB97M-V/def2-TZVPD.

Computed properties:
lowest unoccupied orbital energy	1.26	eV
HOMO level	-9.110	eV
SMILES	C/C=C/C.C=C

Each line ends with the natural charge from an NBO analysis.
Atoms and positions in Å:
C1 -1.738 -0.148 2.011  -0.639
C2 -0.641 -0.507 1.052  -0.185
C3 0.655 -0.288 1.270  -0.191
C4 1.764 -0.671 0.334  -0.645
H1 -1.344 0.404 2.871  0.209
H2 -2.240 -1.048 2.388  0.215
H3 -2.507 0.470 1.532  0.212
H4 -0.944 -0.983 0.117  0.195
H5 0.953 0.200 2.201  0.187
H6 2.432 -1.407 0.798  0.217
H7 2.382 0.197 0.071  0.210
H8 1.370 -1.103 -0.591  0.215
C5 0.355 0.484 -2.778  -0.397
C6 -0.401 1.149 -1.911  -0.385
H9 1.405 0.284 -2.579  0.193
H10 -0.042 0.111 -3.719  0.193
H11 -0.006 1.506 -0.963  0.202
H12 -1.452 1.350 -2.104  0.193

***

Energy above the lowest of the compared OMol25 structures with the same formula, charge and spin in kcal/mol, matching the order above: 82.8; 39.9; 82.5; 0.0; 0.0; 41.9
Max |F| in eV Å⁻¹, matching the order above: 3.0; 4.0; 0.9; 3.8; 6.8; 0.2